1.
Here is a molecular structure, C39H49BiN12O3PSSiTe in a non-equilibrium geometry from the OMol25 dataset. Energies are from ωB97M-V/def2-TZVPD.

Geometry as XYZ:
```
108
Properties=species:S:1:pos:R:3:forces:R:3:mulliken_charge:R:1
Bi 13.822321 9.574565 15.427022 -0.343 0.912 -0.323 1.428
N 13.469429 13.326150 14.870363 -2.827 0.614 0.816 0.425
C 12.778013 13.881031 15.954069 1.485 -0.698 0.900 -0.165
N 13.339661 14.398657 17.016679 -0.115 -0.978 -1.376 -0.441
C 14.742486 14.259706 17.138641 -0.890 0.638 -0.568 0.324
N 15.306746 14.576175 18.250932 -0.711 0.656 -0.509 -0.595
N 14.360544 15.200487 19.139142 1.476 -1.390 -0.209 -0.367
C 14.060000 14.389926 20.067473 -0.410 0.889 -0.238 -0.018
C 13.129407 14.843644 21.107047 -0.401 -0.132 -0.097 0.384
C 12.279776 15.979101 21.003133 0.819 -1.622 0.681 -0.684
C 11.405530 16.244186 22.042859 0.258 0.080 -1.462 -0.448
C 11.402882 15.338851 23.081659 -2.220 1.638 1.382 -0.344
C 12.246222 14.280622 23.058717 -0.604 -1.560 2.990 -0.024
N 13.097259 13.990364 22.132334 0.898 0.322 -0.970 -0.350
C 15.492719 13.812941 15.931186 1.187 1.206 2.572 1.227
C 16.890141 13.982107 15.955024 -0.440 -0.014 -0.763 -0.475
C 17.587549 13.533769 14.851441 0.903 -0.281 1.460 -0.984
C 16.928034 12.886045 13.848289 -1.154 0.994 -0.675 -0.469
C 15.553973 12.919591 13.748442 0.440 -1.749 -1.804 -0.111
C 14.820040 13.345119 14.826024 0.322 0.188 0.177 -0.421
H 12.935933 13.012251 14.063024 0.079 -0.171 0.340 0.023
H 11.710537 13.679200 16.070085 0.220 0.400 -0.934 0.279
H 14.416344 13.352051 20.121969 -0.050 0.404 0.046 0.451
H 12.279478 16.511340 20.092670 0.135 0.699 -0.760 0.462
H 10.726219 17.080313 21.869901 0.001 -0.240 0.680 0.352
H 10.673528 15.456069 23.925988 0.870 -0.170 -0.834 0.280
H 12.183256 13.602897 23.943450 0.207 0.286 -0.813 0.283
H 17.400075 14.508908 16.765408 -0.453 -0.396 -0.102 0.437
H 18.661638 13.545359 14.869048 0.361 0.209 -0.135 0.352
H 17.420337 12.536738 12.992334 0.975 -0.626 -0.890 0.390
H 15.161683 12.431186 12.818329 -0.162 0.892 1.274 0.194
C 8.840073 11.936926 12.537336 -0.469 -0.782 -0.672 -0.529
C 10.043777 12.437992 12.911943 1.875 -0.101 -0.102 -0.176
N 10.236161 13.214712 13.964061 0.052 0.298 0.522 -0.396
C 9.203235 13.494992 14.740389 -1.051 0.311 -0.366 -0.081
C 7.872499 13.008483 14.481212 1.983 0.817 0.307 0.374
C 7.746608 12.223505 13.320716 -0.440 0.927 1.556 -0.306
C 6.795532 13.372794 15.474018 0.186 0.418 -3.021 -0.946
C 6.619123 12.771521 16.606708 -0.756 -0.835 2.416 -0.607
C 7.486467 11.713313 17.218385 -1.470 0.284 -0.234 1.163
C 7.394497 11.642816 18.599383 1.014 -0.462 -1.770 -0.932
C 8.222322 10.748498 19.202048 0.870 -0.234 1.004 -0.173
N 9.041435 9.976987 18.517921 0.313 -0.713 -1.886 -0.439
C 8.971570 10.018796 17.135226 0.437 -1.505 1.451 0.044
N 8.168437 10.848233 16.460117 1.025 -0.274 0.287 -0.350
H 8.814781 11.257351 11.679567 -0.328 0.375 0.344 0.284
H 10.980806 12.179817 12.413002 -0.416 -0.078 -0.260 0.399
H 9.466043 14.222431 15.530981 -0.683 -0.635 -0.074 0.513
H 6.776683 11.841952 13.126680 -0.722 -0.473 -0.434 0.493
H 6.077575 14.146075 15.180412 0.279 -0.177 -0.002 0.402
H 5.754021 13.102637 17.248254 1.076 -0.353 -0.598 0.235
H 6.802993 12.341094 19.078813 -1.103 1.071 1.207 0.465
H 8.303534 10.705512 20.292842 -0.071 -0.153 -0.263 0.373
H 9.636183 9.174916 16.632767 -1.464 2.256 0.600 0.154
C 15.500945 9.261749 20.249516 1.095 -2.561 1.657 -0.970
C 14.489083 8.347903 21.065919 0.437 -0.641 -2.358 1.097
C 14.534540 8.659218 22.544360 0.502 -0.624 0.803 -1.484
C 13.064533 8.502330 20.489715 -0.895 -0.263 0.082 -1.294
N 12.567703 9.861431 20.265710 1.089 -1.069 -1.013 1.029
C 12.348930 10.476792 19.091934 -0.681 0.100 -0.309 -0.086
N 11.794650 11.638525 19.329974 0.155 -0.170 0.875 -0.226
N 11.712740 11.695480 20.697250 -0.546 1.490 -0.581 -0.315
N 12.181292 10.654873 21.242319 -0.140 -0.218 0.486 -0.554
H 16.519881 8.752676 20.385274 -1.152 1.041 0.061 0.175
H 15.517959 10.246211 20.706201 0.017 0.267 -0.427 0.376
H 15.365903 9.191523 19.185067 -0.463 0.467 -0.404 -0.026
H 14.712129 7.224403 20.791664 -0.136 1.984 0.887 0.097
H 14.274701 9.714279 22.720321 -0.427 -0.453 0.020 0.278
H 15.556890 8.569241 22.980915 -0.530 -0.203 -0.494 0.377
H 13.881235 7.929003 23.091357 0.371 0.966 -0.222 0.379
H 12.323243 8.074097 21.191751 0.395 -0.111 -0.350 0.356
H 12.932240 8.010675 19.502270 0.357 0.127 0.653 0.389
H 12.412181 10.046056 18.093048 0.301 -0.111 0.506 0.169
C 16.801482 4.616979 17.038051 0.984 -0.058 -0.631 -1.010
Si 17.260961 6.417805 17.389887 2.551 -1.220 1.230 0.090
C 18.523253 6.871491 16.017084 -1.142 2.050 0.421 -0.994
C 17.965287 6.532998 19.249036 -2.518 1.439 -1.331 -1.101
C 15.862335 7.438916 17.117674 -0.507 0.739 0.024 0.246
C 15.160815 8.260116 16.570653 -0.250 -0.214 0.214 -0.470
H 17.694813 4.130890 16.516213 -1.031 0.279 1.131 0.292
H 16.064739 4.693294 16.231358 -0.280 -0.238 0.308 0.338
H 16.416096 4.065749 17.921094 0.287 0.126 -0.766 0.263
H 19.380942 6.259612 15.834919 0.768 -0.206 0.378 0.395
H 18.720417 7.999786 15.991829 0.204 -1.571 0.316 0.270
H 17.924869 6.764229 15.126780 -0.481 -0.215 -0.577 0.211
H 18.740311 5.855555 19.360609 1.362 -1.705 0.370 0.456
H 17.102228 6.330866 19.925406 0.688 -0.136 -0.330 0.214
H 18.371123 7.499013 19.546072 -0.128 0.231 -0.267 0.325
S 11.907078 8.210282 15.328925 -0.260 -0.170 0.082 -0.729
C 10.680945 9.124065 11.730392 0.358 -0.618 1.132 -0.564
C 11.961314 8.459389 11.264936 0.824 -0.176 0.438 -0.359
O 13.040788 9.378075 10.844491 -0.483 0.056 0.461 -0.518
P 13.942124 10.209875 11.903596 0.169 -2.389 -1.390 0.199
O 13.138168 11.008499 12.812792 -0.732 1.409 0.905 -0.046
Te 15.389501 8.633179 13.138340 -0.213 0.399 -0.535 -0.374
O 14.788571 11.040351 10.837523 -0.362 0.014 0.372 -0.470
C 15.738788 10.364332 10.001772 -0.453 1.401 -1.270 -0.477
C 17.026109 11.081188 10.232351 0.790 0.814 -1.873 -0.958
H 9.874977 8.336463 11.811689 0.772 0.878 -0.267 0.321
H 10.449771 9.893471 11.012981 -0.512 0.387 -0.089 0.288
H 10.858247 9.509448 12.763066 -0.386 0.033 -0.849 0.044
H 11.755526 7.905564 10.333686 0.388 -0.233 0.659 0.307
H 12.370722 7.883131 12.135319 -0.329 -0.153 -1.057 0.202
H 15.390536 10.482083 8.935419 0.273 -0.140 1.041 0.246
H 15.789448 9.325405 10.208928 0.008 -1.039 0.395 0.425
H 16.939938 12.138584 9.879860 0.086 -0.764 0.423 0.265
H 17.870457 10.628645 9.708867 -0.157 -0.085 -0.441 0.437
H 17.347394 11.051965 11.230840 -0.028 0.077 1.629 0.109
```
Positions in Å, forces in eV/Å.

Computed properties:
E_LUMO = 2.09 eV
Calculated total energy = -3909.9981 Eh
Charge = -1

---

2.
Here is a molecular structure, C39H49ClFMnO37 in a non-equilibrium geometry from the OMol25 dataset. Energies are from ωB97M-V/def2-TZVPD.

Geometry as XYZ:
```
128
Properties=species:S:1:pos:R:3:forces:R:3:lowdin_spin:R:1
Mn 10.534699 15.774893 14.009684 0.018 -0.209 -0.573 4.756
Cl 7.472347 16.718751 14.994966 -1.580 1.052 -0.789 0.006
O 8.889845 16.439734 15.154875 0.909 0.094 0.263 0.038
O 7.291222 18.098609 14.538846 0.550 -1.027 0.612 0.002
O 6.935043 15.823369 14.025525 -0.028 -0.312 -0.343 0.001
O 6.837434 16.521930 16.250785 0.034 0.152 0.614 0.005
F 13.982518 11.591663 12.663582 -0.253 0.396 0.096 0.000
C 13.629386 10.417214 12.102940 0.218 -0.494 0.061 0.000
C 12.626643 10.365708 11.164498 -1.096 0.056 -0.875 0.000
C 12.232671 9.152359 10.520862 1.405 0.803 1.164 0.000
C 12.995546 8.025799 10.834443 -0.213 -0.275 -1.502 0.000
C 14.003124 8.158030 11.775739 0.313 -1.642 0.931 0.000
C 14.307322 9.280826 12.502358 -0.084 0.567 0.467 0.000
H 12.132922 11.306528 10.917123 -0.020 -0.205 0.049 0.000
H 11.423828 9.154094 9.805833 0.038 -0.031 -0.061 0.000
H 12.919051 7.066150 10.242578 -0.201 1.187 1.009 0.000
H 14.524487 7.267715 12.088102 0.167 -0.307 -0.226 0.000
H 14.972891 9.270637 13.392572 -0.312 0.057 -1.053 0.000
C 7.432880 11.941184 11.532054 1.072 -1.322 -1.514 0.000
C 8.711667 11.587980 10.744102 0.469 -0.212 -0.321 0.000
O 9.593140 12.673190 11.214712 1.373 -0.643 -2.026 0.002
C 9.037676 13.389252 12.140013 -1.387 -0.975 0.003 0.005
O 9.371772 14.466691 12.527012 0.870 0.665 0.757 0.025
O 7.946415 12.725652 12.561999 -0.864 1.705 1.521 0.001
H 7.022673 11.054151 12.007844 -0.605 0.171 -0.407 0.000
H 6.833238 12.483333 10.784964 -0.567 -0.003 0.984 0.000
H 8.626227 11.653463 9.624514 0.038 0.141 1.336 0.000
H 9.157923 10.607344 10.995005 -0.026 0.623 0.207 0.000
C 7.953795 19.666798 18.577778 -1.145 0.185 0.249 0.000
C 8.743085 18.422383 18.331803 1.034 -0.815 2.292 0.000
O 10.017752 18.791025 18.988183 -0.003 0.153 -0.144 0.000
C 10.097401 20.154942 19.076334 -0.028 -1.599 -0.580 0.000
O 11.077593 20.774762 19.324492 0.490 0.152 0.365 0.000
O 8.931289 20.674938 18.748397 -0.557 1.249 -0.242 0.000
H 7.323032 19.670308 19.485446 0.281 -0.307 -0.402 0.000
H 7.347560 19.906241 17.720208 -0.291 0.264 -0.213 0.000
H 8.966629 18.204638 17.311315 -0.011 -0.135 -0.719 0.000
H 8.365355 17.524602 18.881936 0.256 0.757 -0.733 0.000
C 10.703677 14.021524 20.173246 -1.759 -2.510 -1.697 0.000
C 11.880485 13.114600 19.914943 0.668 1.123 -1.550 0.000
O 12.723387 14.015331 19.132539 -0.192 0.092 -0.748 0.000
C 11.888723 14.889946 18.458361 2.506 -0.331 -0.292 0.000
O 12.245016 15.603128 17.558630 -0.329 -0.528 0.801 0.000
O 10.713363 14.821956 18.996251 -2.307 0.665 -0.303 0.000
H 10.717948 14.712576 20.959729 0.264 0.457 1.606 0.000
H 9.773610 13.369120 20.135625 0.854 1.206 0.324 0.000
H 11.659518 12.238506 19.283195 -0.272 0.356 0.350 0.000
H 12.482872 12.861198 20.730409 0.536 -0.569 1.461 0.000
C 15.223429 19.780585 10.849441 1.119 1.347 1.863 0.000
C 16.174391 19.952499 12.043603 -1.202 -0.785 -0.110 0.000
O 15.417173 19.347725 13.089456 0.706 -0.230 1.274 0.000
C 14.132427 19.448996 12.816474 -1.810 -0.140 0.090 0.000
O 13.211918 19.309337 13.588522 1.244 0.105 -0.742 0.000
O 13.974155 19.750628 11.518626 -0.873 0.703 -0.696 0.000
H 15.404594 18.843091 10.412382 0.061 -1.156 -0.998 0.000
H 15.408594 20.636942 10.205892 -0.858 -0.155 -0.400 0.000
H 16.385506 20.952729 12.343866 0.156 0.898 -0.074 0.000
H 17.045961 19.379511 11.949807 1.421 -0.571 -0.217 0.000
C 12.815596 19.616431 16.929520 0.423 -0.828 -0.090 0.001
C 11.656879 20.040646 16.013470 -1.144 0.010 1.252 0.000
O 11.041191 18.778453 15.660052 0.853 -0.470 0.020 0.002
C 12.044968 17.857301 15.687745 -1.982 1.338 -0.685 0.009
O 11.981954 16.835086 15.050220 0.069 -0.975 -0.307 0.038
O 13.033176 18.218603 16.404219 1.386 1.220 1.208 0.003
H 12.649563 19.525323 18.017643 -0.241 0.107 -0.697 0.000
H 13.767177 20.152673 16.735746 -0.752 -0.283 0.044 0.000
H 12.062374 20.439199 15.126035 0.351 0.566 -1.042 0.000
H 10.836130 20.712301 16.378564 1.048 -0.681 0.161 0.000
C 12.225720 11.128729 15.899395 -0.211 1.367 -0.378 0.000
C 11.183677 10.759211 14.821520 0.281 0.845 1.786 0.000
O 10.679803 12.073261 14.444747 -0.446 -1.750 -0.847 0.002
C 10.907620 12.910322 15.401985 1.970 -0.232 1.809 0.006
O 10.491442 14.020681 15.431680 -1.010 1.829 0.100 0.026
O 11.741399 12.433299 16.368723 -0.526 -0.729 -1.152 0.002
H 13.260854 11.268752 15.570975 -0.277 0.134 -0.533 0.000
H 12.289028 10.456136 16.708573 -0.464 -0.727 1.042 0.000
H 10.373791 10.153332 15.272798 0.389 0.321 -0.639 0.000
H 11.685110 10.378269 13.981931 0.121 -0.910 -1.201 0.000
C 6.804484 18.388224 11.728737 -0.614 0.588 -1.068 0.000
C 7.341457 19.773765 12.149092 1.048 0.101 -1.930 0.000
O 8.735828 19.462420 12.362107 0.792 0.001 0.639 0.002
C 8.982299 18.159519 12.251396 -0.112 -0.529 -0.147 0.005
O 10.016193 17.577736 12.512477 -0.429 0.486 0.267 0.025
O 7.925683 17.519081 11.729001 0.462 0.088 0.224 0.001
H 6.410250 18.377738 10.697825 -0.086 0.076 0.543 0.000
H 6.096088 18.019040 12.447767 -0.374 -0.183 0.092 0.000
H 6.906409 20.135877 13.053675 -0.157 0.160 0.616 0.000
H 7.349511 20.594564 11.354673 -0.334 -1.267 0.974 0.000
C 15.097629 14.466910 15.605779 -0.941 1.920 1.862 0.000
C 15.762624 14.667773 14.255079 0.537 0.201 -0.088 0.000
O 14.647811 14.567386 13.314978 0.804 -0.464 -0.480 0.002
C 13.510890 14.418214 13.973960 -0.725 0.348 -0.403 0.005
O 12.394421 14.463843 13.472205 0.998 -0.062 -0.067 0.024
O 13.729065 14.229910 15.240757 -0.485 -0.605 1.232 0.002
H 15.037086 15.391578 16.269546 0.327 -0.945 -1.002 0.000
H 15.452879 13.676305 16.291011 -0.115 0.022 -0.895 0.000
H 16.567905 13.897988 14.195476 -0.814 0.455 -1.019 0.000
H 16.150856 15.677653 14.034751 0.107 -0.565 0.584 0.000
C 15.013511 14.541135 9.719753 -1.172 1.909 0.389 0.000
C 13.547702 14.338840 9.307668 0.831 -2.540 -1.549 0.000
O 12.797377 15.152593 10.101351 -0.837 2.011 1.542 0.000
C 13.603028 16.002323 10.781648 -0.912 2.383 1.252 0.000
O 13.257380 16.962864 11.452523 0.155 -2.165 -1.199 0.000
O 14.876970 15.721760 10.572519 0.939 -0.868 -0.146 0.000
H 15.632624 14.896899 8.938903 0.679 -0.177 -0.973 0.000
H 15.463200 13.741489 10.261906 0.184 -0.549 0.478 0.000
H 13.258306 13.313237 9.557635 -0.040 -0.026 -0.438 0.000
H 13.346523 14.529790 8.229474 0.211 -0.042 0.694 0.000
C 7.322265 15.525635 8.505857 -1.098 -0.889 0.337 0.000
C 8.297555 15.841016 7.428725 0.913 1.421 0.286 0.000
O 8.809543 14.611047 7.088973 1.829 -1.865 -2.389 0.000
C 8.389433 13.601125 7.816556 -0.607 -0.728 1.326 0.000
O 8.709949 12.439281 7.796679 0.164 1.138 -0.830 0.000
O 7.512213 14.064993 8.724262 -1.008 1.431 0.037 0.000
H 6.295994 15.799329 8.161243 0.579 -0.749 0.721 0.000
H 7.597283 15.984911 9.428865 -0.224 0.408 0.686 0.000
H 9.148086 16.448574 7.752597 -0.188 0.072 0.216 0.000
H 7.874438 16.351312 6.579554 -0.289 -0.143 -0.458 0.000
C 6.960215 11.944846 15.840706 0.414 0.940 0.658 0.000
C 7.448062 13.229009 16.536019 -0.386 0.922 -0.853 0.000
O 8.268962 12.703004 17.584939 -0.204 0.326 0.073 0.000
C 8.700192 11.510535 17.201583 2.943 -0.920 1.725 0.000
O 9.650300 10.943185 17.745689 -2.006 0.745 -1.116 0.000
O 8.073008 11.059247 16.130592 -0.895 -0.373 -0.528 0.000
H 6.856171 12.042384 14.783101 0.153 0.115 -0.663 0.000
H 6.025160 11.585228 16.247649 -0.017 -0.449 0.350 0.000
H 6.693228 13.912117 16.955028 0.124 -0.640 -0.070 0.000
H 8.060461 13.860188 15.853580 -0.156 -0.575 0.459 0.000
```
Positions in Å, forces in eV/Å.

Computed properties:
<S²> = 8.752
E_LUMO = -1.36 eV
Spin multiplicity = 6
Calculated total energy = -6010.1770 Eh
Charge = +1

---

Q: Which formula does entry 1 have?
A: C39H49BiN12O3PSSiTe

---

Q: Among the records above, which one has the highest charge?
A: C39H49ClFMnO37

---

Q: Which value of charge does entry 1 give?
A: -1

---

Q: Look up the charge of the second one.
A: +1